a | Density functional theory data (ωB97M-V/def2-TZVPD) for C6H11NO in the gas phase.

Geometry as XYZ:
```
19
Properties=species:S:1:pos:R:3
C 3.049 -0.699 0.598
C 2.104 0.198 0.389
C 0.966 0.026 -0.564
C -0.381 0.113 0.108
C -0.572 -0.209 1.377
C -1.504 0.598 -0.809
N -2.844 0.447 -0.290
O -1.420 -0.028 -2.067
H 3.856 -0.530 1.291
H 3.058 -1.644 0.079
H 2.115 1.139 0.925
H 1.012 0.800 -1.335
H 1.046 -0.939 -1.071
H -1.535 -0.150 1.858
H 0.243 -0.544 1.997
H -1.341 1.665 -1.016
H -2.977 -0.480 0.101
H -3.045 1.133 0.426
H -1.831 -0.897 -1.999
```

Computed properties:
HOMO energy	-0.350	Ha
lowest unoccupied orbital energy	0.88	eV
SMILES	C=CCC(=C)[C@H](N)O
frontier orbital gap	10.41	eV



b | Density functional theory data (ωB97M-V/def2-TZVPD) for C6H11NO in the gas phase.

Geometry as XYZ:
```
19
Properties=species:S:1:pos:R:3
C 2.401 -0.644 -0.166
C 1.851 0.479 0.722
C 0.390 0.593 0.404
C -0.279 1.344 -0.505
C -1.745 1.178 -0.060
N -1.765 -0.103 0.599
C -2.008 -1.328 -0.223
O -0.412 -0.249 1.112
H 2.035 -1.514 0.240
H 3.542 -0.873 -0.066
H 2.218 -0.624 -1.282
H 2.490 1.225 0.305
H 2.158 0.215 1.673
H -0.109 2.147 -1.230
H -2.090 1.876 0.682
H -2.469 1.191 -0.911
H -2.750 -2.013 0.378
H -2.452 -1.117 -1.240
H -1.008 -1.782 -0.434
```

Computed properties:
HOMO energy	-0.303	Ha
lowest unoccupied orbital energy	1.05	eV
SMILES	CCC1=CCN(C)O1
frontier orbital gap	9.28	eV



c | Density functional theory data (ωB97M-V/def2-TZVPD) for C6H11NO in the gas phase.

Geometry as XYZ:
```
19
Properties=species:S:1:pos:R:3
C 1.380 0.061 0.931
C 2.390 -0.817 0.285
C -1.144 -0.357 -1.404
C 0.473 0.926 0.233
C -1.022 0.139 0.037
C -2.167 0.737 0.559
O -0.497 -1.018 0.964
N 0.718 2.053 -0.258
H -0.716 -1.909 0.627
H 1.542 0.309 1.973
H -0.109 2.538 -0.628
H 2.612 -1.677 0.919
H 2.062 -1.154 -0.696
H 3.321 -0.247 0.163
H -0.317 -1.012 -1.678
H -2.091 -0.875 -1.555
H -1.128 0.501 -2.077
H -2.213 1.039 1.596
H -3.095 0.765 0.008
```

Computed properties:
HOMO energy (spin up / spin down)	-0.259 / -0.305	Ha
lowest unoccupied orbital energy (spin up / spin down)	-0.45 / 0.84	eV
frontier orbital gap (spin up / spin down)	6.59 / 9.15	eV



d | Density functional theory data (ωB97M-V/def2-TZVPD) for C6H11NO in the gas phase.

Geometry as XYZ:
```
19
Properties=species:S:1:pos:R:3
C -0.500 1.706 -0.600
C 0.148 0.161 -0.558
C -0.584 -0.990 -1.068
C -1.602 -0.891 0.082
N -1.296 0.325 1.118
C 0.142 -0.059 0.906
C 1.538 0.426 0.130
O 2.336 -0.558 -0.015
H -0.700 1.969 -1.831
H 0.299 2.202 0.218
H -1.525 1.682 -0.297
H -1.042 -0.641 -2.006
H -0.104 -1.852 -1.222
H -1.950 -1.979 0.384
H -2.541 -0.627 -0.473
H -1.556 0.142 2.171
H 0.309 -1.198 0.798
H 1.832 1.359 0.225
H 2.502 -0.998 0.973
```

Computed properties:
HOMO energy	-0.320	Ha
lowest unoccupied orbital energy	0.63	eV
SMILES	C[C@]12CCN[C@@H]1[C@H]2O
frontier orbital gap	9.33	eV



Verdict on stability: d comes out at the bottom.



a | Density functional theory data (ωB97M-V/def2-TZVPD) for C6H11NO in the gas phase.

Geometry as XYZ:
```
19
Properties=species:S:1:pos:R:3
C 0.601 -1.902 -2.296
C 0.401 -0.809 -1.491
C -0.899 -0.364 -0.896
C -0.843 -0.492 0.657
C 0.556 -0.310 1.283
O 1.141 -1.317 1.589
N 0.940 1.006 1.464
C 0.132 2.108 1.114
H -0.383 -2.441 -2.692
H 1.677 -2.041 -2.856
H 1.148 -0.362 -0.929
H -1.683 -0.995 -1.360
H -1.135 0.745 -1.079
H -1.672 0.125 1.015
H -1.273 -1.519 0.875
H 1.552 1.172 2.251
H -0.546 2.483 1.955
H -0.563 1.936 0.303
H 0.849 2.977 1.093
```

Computed properties:
HOMO energy	-0.343	Ha
lowest unoccupied orbital energy	0.83	eV
SMILES	C=CCCC(=O)NC
frontier orbital gap	10.16	eV



b | Density functional theory data (ωB97M-V/def2-TZVPD) for C6H11NO in the gas phase.

Geometry as XYZ:
```
19
Properties=species:S:1:pos:R:3
C -1.905 -1.015 0.357
C -0.935 -0.138 0.577
C -1.133 1.012 1.590
C 0.447 -0.104 -0.096
N 1.685 -0.235 0.568
C 0.682 -0.841 -1.499
C 0.434 0.682 -1.373
O 1.484 1.611 -1.547
H -1.618 -1.860 -0.348
H -2.950 -1.077 0.593
H -0.828 1.978 1.164
H -0.397 0.725 2.390
H -2.163 0.906 1.864
H 1.848 -1.296 0.742
H 1.824 0.289 1.574
H -0.102 -1.578 -1.848
H 1.768 -1.050 -1.634
H -0.431 1.063 -1.877
H 2.290 0.927 -1.196
```

Computed properties:
HOMO energy	-0.330	Ha
lowest unoccupied orbital energy	0.84	eV
SMILES	C=C(C)[C@@]1(N)C[C@@H]1O
frontier orbital gap	9.84	eV



c | Density functional theory data (ωB97M-V/def2-TZVPD) for C6H11NO in the gas phase.

Geometry as XYZ:
```
19
Properties=species:S:1:pos:R:3
C -1.931 1.469 -0.960
C -0.947 0.618 -0.241
C -1.022 0.745 1.277
N -0.126 -0.116 -0.978
C 0.937 -0.921 -0.484
C 2.203 -0.106 -0.347
C 0.704 -2.103 0.389
O 1.085 -2.268 -0.955
H -1.644 2.500 -0.696
H -2.025 1.281 -2.076
H -2.923 1.353 -0.492
H -0.859 -0.316 1.490
H -1.973 1.151 1.746
H -0.176 1.180 1.638
H 2.569 0.149 0.676
H 2.222 0.861 -0.895
H 2.886 -0.781 -0.765
H 1.445 -2.341 1.159
H -0.425 -2.353 0.514
```

Computed properties:
HOMO energy	-0.334	Ha
lowest unoccupied orbital energy	0.85	eV
SMILES	CC(C)=N[C@@]1(C)CO1
frontier orbital gap	9.95	eV



Verdict on stability: b comes out at the bottom.



a | Density functional theory data (ωB97M-V/def2-TZVPD) for 2 unconnected molecules or ions with the total composition C5H10BNO3.

Geometry as XYZ:
```
20
Properties=species:S:1:pos:R:3
B 2.189 0.516 -0.075
C -0.712 0.113 -0.749
C -1.707 0.504 0.055
C 0.267 -0.694 0.015
C -2.925 1.204 -0.091
C 0.668 -2.134 -0.356
N -0.177 -0.517 1.332
O -1.552 0.030 1.346
O 3.120 0.259 0.874
O 2.165 1.584 -0.858
H -0.597 0.432 -1.856
H -3.208 1.278 0.996
H -3.619 0.739 -0.759
H -2.756 2.355 -0.435
H -0.135 -2.897 -0.384
H 1.532 -2.416 0.164
H 0.908 -2.077 -1.426
H -0.157 -1.362 2.013
H 3.750 0.894 0.913
H 2.946 2.189 -0.718
```

Computed properties:
HOMO energy	-0.245	Ha
lowest unoccupied orbital energy	0.20	eV
frontier orbital gap	6.86	eV



b | Density functional theory data (ωB97M-V/def2-TZVPD) for C5H10BNO3 in the gas phase.

Geometry as XYZ:
```
20
Properties=species:S:1:pos:R:3
C 0.133 -1.941 -0.681
C -0.038 -1.051 0.578
O -1.371 -0.585 0.699
N -1.513 0.796 0.784
C -2.528 1.319 -0.160
C -0.204 1.319 0.594
C 0.738 0.353 0.596
B 2.248 0.566 0.341
O 2.715 1.820 0.062
O 3.089 -0.454 0.471
H 0.137 -1.295 -1.624
H -0.773 -2.498 -0.746
H 1.188 -2.360 -0.753
H 0.193 -1.525 1.524
H -3.455 1.832 0.319
H -2.095 2.075 -0.803
H -2.731 0.549 -0.780
H -0.095 2.375 0.576
H 3.704 1.952 0.219
H 3.949 -0.241 0.289
```

Computed properties:
HOMO energy	-0.283	Ha
lowest unoccupied orbital energy	0.28	eV
SMILES	C[C@@H]1ON(C)C=C1B(O)O
frontier orbital gap	7.97	eV



Verdict on stability: a comes out at the bottom.



a | Density functional theory data (ωB97M-V/def2-TZVPD) for 2 unconnected molecules or ions with the total composition C2H6N2O.

Geometry as XYZ:
```
11
Properties=species:S:1:pos:R:3
H -3.009 -0.329 0.609
N -2.117 -0.301 0.098
N -1.998 0.658 -0.654
H -2.715 1.323 -0.841
C 0.747 -0.807 0.226
C 1.505 0.331 0.292
O 2.567 0.584 -0.422
H 1.028 -1.700 -0.273
H -0.099 -0.581 0.860
H 1.431 1.088 1.040
H 2.660 -0.266 -0.934
```

Computed properties:
HOMO energy	-0.302	Ha
lowest unoccupied orbital energy	0.76	eV
SMILES	[H]/N=N\[H].C=CO
frontier orbital gap	8.98	eV



b | Density functional theory data (ωB97M-V/def2-TZVPD) for 2 unconnected molecules or ions with the total composition C2H6N2O.

Geometry as XYZ:
```
11
Properties=species:S:1:pos:R:3
H 0.414 -0.291 3.054
N 0.575 -0.531 2.079
C 1.436 0.329 1.689
N 1.713 0.667 0.386
H 1.927 0.987 2.411
H 1.061 0.459 -0.353
H 1.946 1.649 0.337
C -2.248 -0.895 -2.358
O -2.570 -1.141 -3.487
H -1.247 -0.456 -2.193
H -3.007 -0.777 -1.564
```

Computed properties:
HOMO energy	-0.353	Ha
lowest unoccupied orbital energy	0.71	eV
SMILES	[H]/N=C/N.C=O
frontier orbital gap	10.31	eV



c | Density functional theory data (ωB97M-V/def2-TZVPD) for C2H6N2O in the gas phase.

Geometry as XYZ:
```
11
Properties=species:S:1:pos:R:3
H 0.641 2.032 0.252
N -0.216 1.710 0.009
C -0.292 0.403 -0.011
C -1.582 -0.401 0.039
O 0.686 -0.525 0.033
N 2.060 0.070 0.051
H -1.384 -0.947 1.007
H -2.467 0.220 0.047
H -1.588 -1.120 -0.943
H 2.414 0.321 -0.964
H 2.614 -0.782 0.333
```

Computed properties:
HOMO energy	-0.356	Ha
lowest unoccupied orbital energy	0.76	eV
SMILES	[H]/N=C(/C)ON
frontier orbital gap	10.45	eV



Verdict on stability: a comes out at the bottom.



a | Density functional theory data (ωB97M-V/def2-TZVPD) for 2 unconnected molecules or ions with the total composition C2H6N2O.

Geometry as XYZ:
```
11
Properties=species:S:1:pos:R:3
H -0.512 -2.632 -0.152
N -0.455 -1.663 0.120
C -1.569 -1.084 0.288
N -1.624 0.283 0.292
H -2.494 -1.603 0.543
H -2.463 0.828 0.196
H -0.787 0.843 0.221
C 2.141 0.707 -0.273
O 1.559 1.734 -0.515
H 3.184 0.725 0.080
H 1.668 -0.279 -0.149
```

Computed properties:
HOMO energy	-0.335	Ha
lowest unoccupied orbital energy	1.09	eV
SMILES	[H]/N=C/N.C=O
frontier orbital gap	10.20	eV



b | Density functional theory data (ωB97M-V/def2-TZVPD) for 2 unconnected molecules or ions with the total composition C2H6N2O.

Geometry as XYZ:
```
11
Properties=species:S:1:pos:R:3
H -2.154 2.219 -0.654
N -1.547 2.238 0.166
C -2.276 1.972 1.186
N -1.673 1.564 2.341
H -3.262 2.393 1.395
H -0.671 1.464 2.341
H -2.103 1.703 3.239
C 3.423 -3.393 -2.508
O 4.394 -2.995 -3.081
H 2.679 -4.078 -2.955
H 3.191 -3.086 -1.470
```

Computed properties:
HOMO energy	-0.338	Ha
lowest unoccupied orbital energy	1.01	eV
SMILES	[H]/N=C/N.C=O
frontier orbital gap	10.20	eV



Verdict on stability: b comes out at the bottom.



a | Density functional theory data (ωB97M-V/def2-TZVPD) for 2 unconnected molecules or ions with the total composition C2H6N2O.

Geometry as XYZ:
```
11
Properties=species:S:1:pos:R:3
N 0.875 -0.102 -1.324
C 1.859 -0.423 -0.425
O 1.686 -1.235 0.506
H 0.008 -0.115 -0.700
H 0.850 0.751 -1.895
H 2.812 0.261 -0.425
C -2.230 0.749 1.271
N -1.963 0.781 -0.009
H -1.292 0.929 1.875
H -3.217 0.450 1.866
H -2.801 0.894 -0.513
```

Computed properties:
HOMO energy	-0.359	Ha
lowest unoccupied orbital energy	0.77	eV
SMILES	NC=O.C=N
frontier orbital gap	10.53	eV



b | Density functional theory data (ωB97M-V/def2-TZVPD) for C2H6N2O in the gas phase.

Geometry as XYZ:
```
11
Properties=species:S:1:pos:R:3
N 0.570 -1.310 -0.574
N -0.267 -1.311 0.572
C -0.483 -0.122 1.049
C 0.024 1.251 0.303
O -0.069 1.323 -1.123
H 1.239 -0.669 -0.361
H 0.764 -2.200 -0.671
H -1.268 0.003 1.746
H -0.517 2.128 0.780
H 1.141 1.413 0.578
H -0.170 0.319 -1.186
```

Computed properties:
HOMO energy	-0.359	Ha
lowest unoccupied orbital energy	0.98	eV
SMILES	N/N=C\CO
frontier orbital gap	10.76	eV



Verdict on stability: b comes out at the bottom.